[1]
Computed, not measured: C35H30AsGaN3OS6Si as an isolated structure in a non-equilibrium geometry, with the ωB97M-V functional and the def2-TZVPD basis.

XYZ file:
```
78
Properties=species:S:1:pos:R:3:forces:R:3:lowdin_charge:R:1
Ga -0.070829 -0.975888 -0.622612 -0.05 -0.83 -0.43 -0.09
C -3.604416 -0.863057 2.301643 -0.36 -1.79 0.25 -0.15
Si -1.771606 -0.753967 2.073897 0.53 0.30 0.24 0.39
C -1.111488 -2.478492 2.380659 -0.33 -0.81 0.28 -0.20
C -1.061383 0.334496 3.463915 -0.69 -0.05 1.43 -0.19
N -1.362918 -0.098185 0.484381 0.51 0.14 -0.20 -0.11
C -2.169425 0.998638 0.188948 -0.77 0.00 -0.57 -0.30
C -2.424034 1.925894 1.188408 -0.61 0.89 0.69 -0.09
C -3.618323 2.671523 1.207628 -0.68 0.88 0.00 -0.10
C -4.636805 2.481786 0.240220 1.72 0.22 1.75 -0.10
C -4.326137 1.614114 -0.800943 0.95 1.00 -0.48 -0.04
C -3.014689 1.202817 -0.979045 0.47 -0.71 1.14 -0.21
O -2.492177 0.924329 -2.207073 -0.28 -0.81 -0.76 0.01
C -2.565383 1.880947 -3.199287 1.61 0.48 -0.54 -0.20
C -2.699681 3.260125 -2.937151 -0.67 -0.46 -0.36 -0.02
C -2.706241 4.135230 -4.037373 -0.46 -0.07 0.06 -0.11
C -2.361270 3.702929 -5.316777 0.11 1.43 0.09 -0.12
C -2.032825 2.367969 -5.507654 0.41 0.37 -2.64 -0.13
C -2.152812 1.461460 -4.518551 -0.28 -2.00 2.51 -0.01
H -4.028507 -0.256660 3.089709 -0.09 0.22 0.14 0.03
H -3.816975 -1.960431 2.530358 0.13 1.32 -0.15 0.06
H -4.100394 -0.664017 1.368099 -0.41 0.26 -0.41 0.02
H -1.306839 -2.761726 3.453884 -0.20 0.30 -0.95 0.05
H -0.034069 -2.416414 2.343981 0.54 -0.30 -0.31 0.00
H -1.496042 -3.294878 1.695019 0.50 1.03 0.76 0.03
H -0.143753 0.913514 3.232928 -0.30 -0.63 0.24 0.03
H -0.967356 -0.320938 4.391652 0.42 0.76 -1.05 0.04
H -1.834324 1.085346 3.781109 0.59 -0.57 -0.37 0.03
H -1.656257 2.041269 1.973615 -0.80 -0.04 -0.55 0.09
H -3.778319 3.450284 1.990243 0.24 -0.75 -0.63 0.10
H -5.476801 3.165448 0.253077 -0.35 -0.58 -0.01 0.09
H -5.005748 1.459071 -1.601138 -0.42 0.10 -0.83 0.11
H -2.893290 3.690564 -1.941511 -0.02 -0.62 -0.50 0.12
H -3.131985 5.133565 -3.854611 0.77 -0.24 -0.22 0.10
H -2.251522 4.460825 -6.127005 -0.32 -0.85 0.60 0.10
H -1.702174 2.028183 -6.536348 -0.35 0.40 1.39 0.13
H -1.855481 0.386073 -4.674988 -0.51 1.24 0.33 0.13
S 1.706945 -4.226390 -1.657733 -0.70 0.30 -0.63 0.56
As -0.188503 -3.322229 -2.675256 -0.39 1.28 0.68 -0.20
S 0.513395 -1.203775 -2.829525 0.13 0.06 -0.29 0.16
S -1.754347 -2.800868 -1.172547 1.14 -0.79 -0.22 0.12
S -0.804186 -4.083979 -4.500690 0.32 -0.35 0.21 -0.10
S 3.471957 -6.066293 2.677921 -1.45 -1.15 -0.43 1.01
C 2.544715 -7.549934 2.825903 0.83 -0.11 0.07 -0.42
C 1.572076 -7.653660 1.863700 -0.20 -1.65 0.24 -0.21
C 1.496189 -6.531547 1.010737 0.92 1.74 -0.37 -0.12
C 2.470802 -5.581320 1.322700 -0.82 -0.51 0.49 -0.49
C 2.571118 -4.203535 0.897895 2.20 1.82 0.76 -0.27
C 1.487392 -3.556055 0.060122 -0.01 0.28 0.78 -0.64
N 1.415918 -2.101330 0.237828 -0.39 -0.17 -0.54 -0.02
C 2.526254 -1.405541 0.514061 1.58 -2.30 0.40 -0.16
C 3.724573 -2.045067 1.084319 -2.52 1.27 -0.97 -0.15
C 4.771413 -1.230833 1.499203 0.47 0.40 0.34 -0.06
C 4.779523 0.108321 1.260413 0.33 1.07 -0.44 -0.06
C 3.681642 0.761426 0.577443 1.28 -0.04 1.48 -0.14
C 3.637228 2.160993 0.461317 -1.55 0.72 -1.46 0.04
C 2.485809 2.743208 -0.189590 1.81 -0.44 1.27 -0.22
C 1.441195 1.936551 -0.635625 0.93 -4.19 0.85 0.01
N 1.467630 0.552302 -0.375176 0.39 2.48 -0.29 0.07
C 2.553667 -0.020016 0.231864 -0.68 1.98 -0.52 -0.15
C 2.317587 4.192368 -0.264148 -0.69 -0.26 -0.75 -0.48
C 1.444769 4.820356 -1.165101 2.18 0.30 1.86 -0.08
C 1.443626 6.234333 -0.874144 -0.26 -0.71 1.05 -0.17
C 2.165119 6.528402 0.261244 0.29 1.64 0.57 -0.44
S 3.069860 5.215887 0.967494 -1.90 -0.01 -2.11 1.02
C 3.652361 -3.432140 1.349144 -1.36 -1.71 -0.56 -0.02
H 2.920072 -8.295849 3.552062 -0.59 0.48 -0.66 0.06
H 0.980625 -8.599732 1.707755 0.57 1.27 0.35 0.12
H 0.816607 -6.304826 0.165254 0.35 -0.60 0.77 0.11
H 0.537448 -3.969233 0.380574 -0.31 0.06 -0.01 0.06
H 5.562214 -1.677442 2.104006 0.02 0.05 -0.35 0.12
H 5.645733 0.724380 1.547893 -0.55 -0.30 -0.03 0.11
H 4.481403 2.834231 0.783702 -0.98 -0.99 -0.29 0.12
H 0.629114 2.304239 -1.247079 -0.25 -0.13 0.36 0.12
H 0.931254 4.256865 -1.945460 0.11 0.55 0.20 0.11
H 0.788229 6.934418 -1.369903 0.17 0.18 -0.01 0.09
H 2.225207 7.499639 0.828995 -0.11 -1.07 -1.10 0.07
H 4.478642 -3.878068 1.957122 -0.85 0.33 -0.63 0.09
```
Positions in Å, forces in eV/Å.

Calculated values
- Net charge: -1
- Kohn-Sham gap: 5.732 eV
- E_tot: -229408.3744 eV
- HOMO energy: -0.1640 Eh

[2]
Computed, not measured: one molecule with the formula C5H12S in a non-equilibrium geometry, with the ωB97M-V functional and the def2-TZVPD basis.

XYZ file:
```
18
Properties=species:S:1:pos:R:3:forces:R:3:nbo_charge:R:1
C -2.413433 0.638472 -0.331061 0.40 0.07 -1.53 -0.61
C -1.896258 -0.696832 0.183569 0.78 -0.58 -0.46 -0.39
C -0.352634 -0.610770 0.634475 -1.57 -0.20 -0.19 -0.41
C 0.618348 -0.614016 -0.552865 -0.10 0.71 0.17 -0.53
S 2.407570 -0.793136 -0.200164 0.56 0.43 -0.02 0.15
C 3.215732 0.851409 0.187585 -2.15 -0.29 0.96 -0.73
H -3.444334 0.654378 -0.715838 0.26 -0.32 0.27 0.21
H -1.787511 1.052539 -1.154010 -0.29 -0.40 0.39 0.20
H -2.340215 1.359888 0.448101 -0.10 0.66 0.79 0.20
H -2.595392 -1.011826 0.995016 0.94 0.03 -0.26 0.21
H -1.928813 -1.522893 -0.591262 -0.18 0.95 0.64 0.19
H -0.207505 0.264890 1.273077 0.01 -0.19 0.12 0.20
H -0.207662 -1.543645 1.185698 0.41 0.34 0.28 0.21
H 0.469326 -1.563013 -1.017303 -0.13 -0.72 -0.71 0.22
H 0.395649 0.148133 -1.321528 0.24 -0.16 0.48 0.21
H 2.445914 1.345276 0.878923 1.38 -0.10 -1.19 0.22
H 3.532430 1.424784 -0.690120 -0.49 -0.09 0.22 0.22
H 4.088784 0.616363 0.787712 0.02 -0.15 0.05 0.23
```
Positions in Å, forces in eV/Å.

Calculated values
- SMILES: CCCCSC
- Kohn-Sham gap: 9.584 eV
- E_tot: -16214.2970 eV
- Relative energy (zero: lowest compared OMol25 entry of this formula, charge and spin): 46.2 kJ/mol
- HOMO energy: -0.3125 Eh